{"formula": "C4H12NOS", "method": "ωB97M-V/def2-TZVPD", "species": ["C", "C", "S", "C", "N", "C", "H", "H", "H", "H", "H", "H", "H", "H", "H", "H", "H", "H", "O"], "positions_angstrom": [[0.46, 0.29, -1.51], [0.95, 1.71, -1.23], [1.89, 2.45, -2.62], [-0.53, -0.26, -0.47], [0.08, -0.55, 0.84], [-0.17, 0.53, 1.79], [1.30, -0.40, -1.54], [0.02, 0.22, -2.51], [0.08, 2.33, -0.98], [1.64, 1.69, -0.39], [-0.98, -1.16, -0.89], [-1.36, 0.43, -0.36], [1.08, -0.53, 0.65], [-1.18, 0.38, 2.16], [0.51, 0.40, 2.62], [-0.08, 1.52, 1.37], [-0.91, -2.33, 0.79], [-1.17, -3.77, 1.25], [-1.63, -2.95, 1.02]], "gap_ev": 5.72, "spin_multiplicity": 1, "charge": -1, "e_homo_ev": -2.39, "fmax_ev_per_a": 1.09, "e_above_lowest_kcal_mol": 15.5}

---

{"formula": "C4H12NOS", "method": "ωB97M-V/def2-TZVPD", "species": ["C", "N", "C", "C", "S", "C", "H", "H", "H", "H", "H", "H", "H", "H", "H", "H", "H", "H", "O"], "positions_angstrom": [[0.01, -1.97, 1.78], [0.24, -1.44, 0.35], [0.04, 0.00, -0.01], [0.59, 0.31, -1.50], [0.24, 2.03, -2.08], [0.91, 0.90, 1.06], [-0.75, -1.62, 2.52], [-0.36, -2.95, 1.63], [1.07, -2.05, 2.39], [1.15, -1.84, 0.04], [-1.06, 0.17, -0.03], [1.78, -0.12, -1.45], [0.02, -0.37, -2.10], [0.38, 1.83, 1.18], [1.83, 1.20, 0.52], [1.14, 0.53, 1.96], [-1.62, 1.90, -2.15], [-3.04, 1.33, -1.93], [-2.56, 2.15, -2.20]], "gap_ev": 6.47, "spin_multiplicity": 1, "charge": -1, "e_homo_ev": -2.95, "fmax_ev_per_a": 6.06, "e_above_lowest_kcal_mol": 54.1}

---

{"formula": "C4H12NOS", "method": "ωB97M-V/def2-TZVPD", "species": ["C", "N", "C", "C", "S", "C", "H", "H", "H", "H", "H", "H", "H", "H", "H", "H", "H", "H", "O"], "positions_angstrom": [[0.00, 1.91, -1.67], [0.52, 1.02, -0.69], [-0.33, 0.58, 0.53], [-0.91, -0.78, 0.34], [-2.61, -0.55, 0.70], [-1.70, 2.08, -1.63], [0.28, 1.53, -2.67], [0.36, 2.91, -1.39], [1.06, 0.23, -1.12], [0.51, 0.46, 1.33], [-1.13, 1.47, 0.81], [-0.86, -1.08, -0.73], [-0.37, -1.51, 0.88], [-1.82, 1.11, -1.00], [-2.11, 1.94, -2.62], [-1.83, 2.90, -0.96], [3.82, -5.05, 2.67], [3.18, -4.25, 3.60], [3.97, -4.91, 3.63]], "gap_ev": [2.38, 5.81], "spin_multiplicity": 2, "charge": -2, "s_squared": 0.751, "e_homo_ev": [3.24, -0.20], "fmax_ev_per_a": 5.98, "e_above_lowest_kcal_mol": 53.5}

---

{"formula": "C4H12NOS", "method": "ωB97M-V/def2-TZVPD", "species": ["C", "O", "C", "C", "C", "S", "N", "H", "H", "H", "H", "H", "H", "H", "H", "H", "H", "H", "H"], "positions_angstrom": [[-1.12, 1.43, -0.82], [-2.04, 0.99, -1.77], [-0.38, 0.25, -0.13], [0.76, 0.64, 0.75], [1.26, -0.42, 1.76], [1.86, -1.95, 0.93], [-0.12, -0.79, -1.21], [-1.61, 2.04, -0.04], [-0.41, 2.08, -1.36], [-2.77, 0.48, -1.40], [-1.14, -0.27, 0.48], [0.60, 1.56, 1.29], [1.59, 0.85, 0.06], [0.40, -0.80, 2.33], [2.12, 0.00, 2.25], [1.30, -3.06, 1.47], [-0.78, -0.63, -2.00], [0.75, -0.67, -1.74], [-0.27, -1.72, -0.85]], "gap_ev": 9.90, "spin_multiplicity": 1, "charge": 1, "e_homo_ev": -13.20, "fmax_ev_per_a": 2.17, "e_above_lowest_kcal_mol": 15.3, "smiles": "[NH3+][C@H](CO)CCS"}

---

{"formula": "C4H12NOSi", "method": "ωB97M-V/def2-TZVPD", "species": ["C", "C", "C", "C", "N", "O", "Si", "H", "H", "H", "H", "H", "H", "H", "H", "H", "H", "H", "H"], "positions_angstrom": [[1.22, 1.00, 1.99], [-0.84, 1.67, -1.41], [-2.07, -0.75, 0.51], [0.85, -0.37, -0.94], [1.39, -1.42, 0.04], [2.17, 0.19, 2.00], [-0.66, 0.37, -0.01], [1.16, 1.91, 2.69], [-1.89, 1.93, -1.64], [-0.30, 2.61, -1.04], [-0.25, 1.23, -2.18], [-2.95, -0.56, -0.11], [-2.06, -1.92, 0.50], [-2.38, -0.47, 1.53], [0.20, -0.86, -1.65], [1.69, 0.20, -1.32], [1.84, -0.81, 0.86], [0.65, -1.98, 0.51], [2.24, -1.99, -0.34]], "gap_ev": [8.15, 8.15], "spin_multiplicity": 1, "charge": 1, "e_homo_ev": [-12.20, -12.20], "fmax_ev_per_a": 3.29, "e_above_lowest_kcal_mol": 77.3}

---

{"formula": "C4H12NP", "method": "ωB97M-V/def2-TZVPD", "species": ["C", "C", "C", "C", "N", "P", "H", "H", "H", "H", "H", "H", "H", "H", "H", "H", "H", "H"], "positions_angstrom": [[-0.04, -0.60, -1.71], [2.04, 0.69, -0.86], [-1.78, -1.38, 2.36], [0.52, 0.35, -0.62], [0.48, -0.07, 0.73], [-1.77, -0.43, 0.76], [0.72, -1.09, -2.33], [-0.60, -1.56, -1.29], [-0.66, -0.13, -2.36], [2.44, -0.22, -1.39], [2.57, 0.69, 0.10], [2.27, 1.63, -1.55], [-0.86, -1.22, 3.01], [-1.76, -2.47, 2.12], [-2.86, -1.20, 2.80], [-0.19, 1.23, -0.72], [0.92, -0.99, 1.00], [-1.89, 0.83, 1.43]], "gap_ev": 9.02, "spin_multiplicity": 1, "charge": 0, "e_homo_ev": -8.58, "fmax_ev_per_a": 4.98, "e_above_lowest_kcal_mol": 79.4}